Entry 1:
Here is a cluster of 2 separate species, C10H10N2O in total at a distorted geometry from OMol25. Energies are from the ωB97M-V functional and the def2-TZVPD basis.

Properties
**HOMO-LUMO gap (alpha / beta)**: 4.37 / 4.37 eV
**ΔE to the lowest compared entry with this formula, charge and spin**: 771.94 kJ/mol
**LUMO (alpha / beta)**: -1.91 / -1.91 eV

```
! RIJCOSX wB97M-V def2-TZVPD def2/J DEFGRID3
* xyz 0 1
C -2.5644 -1.5967 -1.0413
C 0.1958 -2.5222 0.1039
C -2.6728 -2.9344 -0.7794
C -0.4651 -3.7052 -0.4421
C -0.2630 -1.2361 -0.0648
C -1.3511 -0.7540 -0.9626
C 0.4645 -0.2122 0.4737
C 2.1582 2.5145 0.7252
C 1.7267 3.1304 1.9673
C 1.7174 2.9926 -0.5581
N 1.0167 0.7672 0.7395
N -1.7466 -3.8691 -0.6652
O -1.2492 0.3075 -1.5594
H -3.2691 -1.1028 -1.6492
H 1.0277 -2.5896 0.7760
H -3.6980 -3.3894 -0.7494
H 0.1417 -4.6307 -0.4725
H 0.8307 2.5336 2.1489
H 2.3440 2.8048 2.8977
H 1.3129 4.1017 1.7925
H 1.6980 4.0959 -0.5577
H 2.0579 2.5587 -1.5403
H 0.5873 2.7357 -0.5827
*
```

Taken from the natural (NBO) analysis, the atomic charges in e are: -0.293, -0.166, 0.055, 0.115, -0.173, 0.487, 0.301, 0.111, -0.777, -0.765, -0.228, -0.398, -0.524, 0.239, 0.241, 0.205, 0.203, 0.263, 0.226, 0.206, 0.223, 0.218, 0.230

***

Entry 2:
Here is a cluster of 3 separate species, C15H35FNO2 in total at a distorted geometry from OMol25. Energies are from the ωB97M-V functional and the def2-TZVPD basis.

Properties
**HOMO-LUMO gap**: 8.33 eV
**ΔE to the lowest compared entry with this formula, charge and spin**: 0.00 kJ/mol
**LUMO**: -2.73 eV

```
! RIJCOSX wB97M-V def2-TZVPD def2/J DEFGRID3
* xyz 1 1
C -0.5756 -1.8796 3.2240
C -0.8111 -3.4564 3.2952
C -2.1960 -3.7171 2.4889
C -1.6321 -4.3829 1.1419
N -0.5363 -5.2053 1.7175
C 0.0835 -6.3027 0.9330
C 0.9555 -5.8448 -0.2791
F 0.8926 -7.0611 1.7823
C 0.3201 -4.2060 2.4295
H 0.3850 -1.6810 3.7595
H -1.4657 -1.3712 3.6690
H -0.4840 -1.6278 2.1348
H -0.9116 -3.7686 4.3663
H -2.8080 -4.4958 3.0349
H -2.8500 -2.8317 2.3051
H -2.3977 -4.8506 0.4819
H -1.1851 -3.4806 0.6407
H -1.0107 -5.6663 2.5162
H -0.7473 -6.9862 0.6036
H 1.6768 -5.0301 -0.0178
H 0.3429 -5.6134 -1.1950
H 1.5850 -6.7345 -0.5674
H 0.7396 -3.4261 1.7359
H 1.1226 -4.5938 3.1094
C 1.1944 2.0996 -2.0105
C 0.9118 1.7118 -0.5694
O 0.5220 0.3527 -0.4103
C 1.4603 -0.6227 -0.8342
C 2.7893 -0.5442 -0.1025
H 0.3175 1.9120 -2.6353
H 1.4518 3.1586 -2.0744
H 2.0241 1.5298 -2.4321
H 0.0815 2.3149 -0.1985
H 1.7685 1.9375 0.0728
H 1.6035 -0.5637 -1.9179
H 1.0040 -1.5977 -0.6353
H 3.2933 0.4078 -0.2710
H 3.4562 -1.3406 -0.4402
H 2.6387 -0.6480 0.9754
C -0.7442 6.8866 -3.7400
C 0.1702 6.1546 -2.7723
O 0.1874 6.7170 -1.4700
C -1.0546 6.7499 -0.7847
C -1.6684 5.3768 -0.5719
H -0.4548 7.9373 -3.8170
H -0.6889 6.4328 -4.7316
H -1.7864 6.8571 -3.4184
H 1.1941 6.2103 -3.1468
H -0.0831 5.0901 -2.7212
H -1.7531 7.4170 -1.3002
H -0.8554 7.2038 0.1880
H -1.8942 4.8780 -1.5162
H -2.5986 5.4609 -0.0065
H -0.9797 4.7334 -0.0180
*
```

Taken from the natural (NBO) analysis, the atomic charges in e are: -0.607, -0.234, -0.417, -0.251, -0.391, 0.369, -0.688, -0.333, -0.256, 0.228, 0.237, 0.209, 0.240, 0.216, 0.260, 0.263, 0.234, 0.444, 0.200, 0.239, 0.250, 0.272, 0.239, 0.271, -0.648, -0.067, -0.547, -0.056, -0.647, 0.214, 0.229, 0.203, 0.193, 0.164, 0.172, 0.155, 0.220, 0.216, 0.203, -0.645, -0.064, -0.536, -0.065, -0.644, 0.218, 0.217, 0.203, 0.189, 0.151, 0.164, 0.190, 0.202, 0.218, 0.202

***

Entry 3:
Here is a cluster of 2 separate species, C3H7N2 in total at a distorted geometry from OMol25. Energies are from the ωB97M-V functional and the def2-TZVPD basis.

Properties
**HOMO-LUMO gap**: 9.53 eV
**ΔE to the lowest compared entry with this formula, charge and spin**: 292.90 kJ/mol
**LUMO**: -4.96 eV

```
! RIJCOSX wB97M-V def2-TZVPD def2/J DEFGRID3
* xyz 1 1
C 0.1774 1.2215 -0.0099
C -2.8175 -0.6865 0.0014
C -1.0071 0.8622 0.0079
N -1.6951 -0.1277 -0.0089
N 2.3506 -0.3738 -0.0030
H 0.5421 2.2350 0.0104
H -2.8453 -1.7696 -0.0410
H -3.7607 -0.1458 0.0548
H 1.1054 0.4451 -0.0351
H 2.9998 -0.0194 -0.6976
H 2.1755 -1.3542 -0.1947
H 2.7747 -0.2866 0.9155
*
```

Taken from the natural (NBO) analysis, the atomic charges in e are: -0.416, 0.052, 0.393, -0.295, -1.001, 0.264, 0.226, 0.227, 0.344, 0.403, 0.401, 0.403

***

Entry 4:
Here is a structure of composition C3As3CrF27O9S3 at a distorted geometry from OMol25. Energies are from the ωB97M-V functional and the def2-TZVPD basis.

Properties
**HOMO-LUMO gap (alpha / beta)**: 4.45 / 7.85 eV
**LUMO (alpha / beta)**: 8.21 / 8.21 eV

```
! RIJCOSX wB97M-V def2-TZVPD def2/J DEFGRID3
* xyz -4 5
Cr 0.0966 0.0138 0.1558
As -2.9535 -0.7969 -2.0156
F -1.8978 -1.2872 -3.3749
F -2.9409 0.8764 -2.4885
F -4.0086 -0.4798 -0.6106
F -2.9537 -2.5345 -1.4715
F -1.4302 -0.4742 -1.0254
F -4.4360 -1.1806 -2.8864
As -1.4750 3.2826 0.7434
F -1.7220 4.9796 1.3980
F -1.5507 3.9299 -0.9904
F -1.1234 1.5578 0.1425
F -1.3003 2.5888 2.4305
F -3.2358 2.9865 0.7697
F 0.2663 3.4409 0.5461
As 1.0515 -3.3487 -0.7852
F 2.7674 -2.8212 -0.7510
F 0.6699 -1.5776 -0.8907
F -0.6793 -3.7189 -0.8119
F 1.5520 -5.0920 -0.6990
F 1.0516 -3.2762 1.0105
F 1.1312 -3.4086 -2.5963
C 3.5559 1.7670 1.7882
F 4.7200 1.2456 1.5141
F 3.6103 2.3740 2.9175
F 3.1918 2.5196 0.6895
S 2.2553 0.3660 1.9099
O 0.9463 0.9772 1.9080
O 2.1185 -0.2783 0.6246
O 2.5687 -0.3970 3.0644
C -0.4963 -1.9648 4.0434
F -0.1432 -0.7974 4.6033
F 0.6585 -2.5860 3.7246
F -1.0520 -2.6906 4.9855
S -1.6590 -1.7864 2.4832
O -2.1564 -3.1012 2.0439
O -2.6677 -0.8476 2.9668
O -0.8052 -1.2068 1.4425
C 0.4792 1.6630 -4.0979
F -0.4608 2.5356 -3.8197
F -0.0444 0.5238 -4.4102
F 1.1703 2.1098 -5.1550
S 1.6484 1.4717 -2.4994
O 2.1507 2.8620 -2.4163
O 0.8231 1.0718 -1.3486
O 2.7089 0.5091 -2.7612
*
```

Taken from the natural (NBO) analysis, the atomic charges in e are: 1.185, 2.810, -0.622, -0.610, -0.624, -0.624, -0.607, -0.649, 2.785, -0.649, -0.630, -0.598, -0.611, -0.608, -0.602, 2.803, -0.624, -0.593, -0.592, -0.652, -0.617, -0.632, 0.736, -0.330, -0.312, -0.315, 2.329, -0.986, -0.955, -0.966, 0.726, -0.327, -0.329, -0.347, 2.331, -0.945, -0.974, -0.956, 0.755, -0.314, -0.306, -0.356, 2.306, -1.003, -0.936, -0.968

***

Entry 5:
Here is a cluster of 2 separate species, C51H45N4O in total at a distorted geometry from OMol25. Energies are from the ωB97M-V functional and the def2-TZVPD basis.

Properties
**HOMO-LUMO gap**: 4.06 eV
**ΔE to the lowest compared entry with this formula, charge and spin**: 95.58 kJ/mol
**LUMO**: -4.16 eV

```
! RIJCOSX wB97M-V def2-TZVPD def2/J DEFGRID3
* xyz 1 1
C 4.5012 0.8159 0.6106
C 4.6852 1.7501 -0.4114
C 3.9249 2.9191 -0.4412
C 2.9722 3.1498 0.5550
C 2.0623 4.3525 0.4534
N 0.6712 4.0219 0.8298
C -0.0469 4.9433 1.7245
C -1.3086 5.5635 1.1656
C -2.4157 5.7208 2.0071
C -3.6012 6.2687 1.5160
C -3.6765 6.6909 0.1827
C -2.5546 6.5782 -0.6495
C -1.3577 6.0491 -0.1453
C 0.1179 2.8750 0.4335
C -1.0820 2.3579 0.9407
C -1.8079 1.3756 0.2812
C -3.2468 1.3441 0.4026
C -4.1051 1.1856 -0.7178
C -5.4919 1.2560 -0.5764
C -6.0474 1.5308 0.6817
C -5.2113 1.7788 1.7819
C -3.8285 1.6368 1.6587
C 2.8494 2.2608 1.6296
C 3.5809 1.0701 1.6361
H 5.0744 -0.1110 0.6107
H 5.4200 1.5734 -1.1955
H 4.0343 3.6557 -1.2420
H 2.3837 5.1604 1.1228
H 2.0900 4.7490 -0.5788
H -0.3007 4.4055 2.6511
H 0.6646 5.7414 1.9806
H -2.3243 5.4036 3.0488
H -4.4592 6.3706 2.1798
H -4.6000 7.1279 -0.1981
H -2.6064 6.9059 -1.6896
H -0.4599 6.0139 -0.7703
H 0.6592 2.3319 -0.3446
H -1.4741 2.7878 1.8684
H -1.3178 0.8232 -0.5077
H -3.6469 1.0698 -1.7046
H -6.1373 1.0858 -1.4458
H -7.1321 1.5846 0.7903
H -5.6337 2.0762 2.7437
H -3.1756 1.8026 2.5193
H 2.1470 2.4797 2.4409
H 3.4264 0.3499 2.4363
C -2.3790 -1.4748 -1.7229
O -1.1514 -1.1544 -1.0268
C -0.6941 -1.8218 0.0529
C -1.6747 -2.5849 0.8569
C -1.9332 -3.8956 0.4254
C -2.7453 -4.7492 1.1625
C -3.4039 -4.2592 2.2943
C -3.2619 -2.9145 2.6571
C -2.3892 -2.0737 1.9618
C 0.6618 -2.1912 0.0183
N 1.1860 -3.3806 0.4899
C 0.8579 -4.2953 1.5061
C 1.1807 -5.6345 1.2597
C 0.8204 -6.5993 2.2018
C 0.2233 -6.1999 3.4020
C 0.0107 -4.8469 3.6812
C 0.3664 -3.8777 2.7469
N 2.2519 -3.7953 -0.2728
C 2.4899 -2.8311 -1.1243
C 3.6864 -2.7732 -1.9609
C 4.2497 -1.5445 -2.3756
C 5.4189 -1.5283 -3.1334
C 6.0454 -2.7383 -3.4678
C 5.5125 -3.9602 -3.0272
C 4.3447 -3.9836 -2.2717
N 1.5233 -1.8450 -1.0417
C 1.2405 -0.9511 -2.1064
C 1.1318 0.3927 -1.7977
C 0.8967 1.3060 -2.8259
C 0.6967 0.8339 -4.1237
C 0.7678 -0.5302 -4.4089
C 1.0660 -1.4410 -3.3914
H -2.4456 -0.7468 -2.5337
H -2.2885 -2.4982 -2.1123
H -3.2445 -1.3655 -1.0590
H -1.4614 -4.2375 -0.5015
H -2.8475 -5.7874 0.8441
H -4.0546 -4.9284 2.8629
H -3.8428 -2.5144 3.4904
H -2.2483 -1.0251 2.2375
H 1.6762 -5.8997 0.3254
H 0.9924 -7.6460 1.9689
H -0.0954 -6.9556 4.1222
H -0.4530 -4.5460 4.6190
H 0.2501 -2.8131 2.9355
H 3.7544 -0.6117 -2.1070
H 5.8352 -0.5766 -3.4656
H 6.9570 -2.7281 -4.0735
H 6.0136 -4.8952 -3.2720
H 3.9121 -4.9176 -1.9109
H 1.2611 0.6540 -0.7467
H 0.8840 2.3736 -2.6001
H 0.4866 1.5436 -4.9263
H 0.5978 -0.9001 -5.4197
H 1.1499 -2.5182 -3.5805
*
```

Atom charges from the Mulliken analysis, given in e for atoms 1 to 99: -0.382, -0.655, -0.334, 0.369, -0.691, 0.396, -1.291, 0.671, -0.310, -0.691, -0.452, -0.767, -0.194, -0.540, -0.628, 0.894, 0.972, -0.353, -0.797, -0.426, -1.043, -0.165, -0.216, -0.694, 0.410, 0.438, 0.398, 0.445, 0.277, 0.425, 0.526, 0.402, 0.415, 0.413, 0.408, 0.357, 0.133, 0.170, 0.080, 0.444, 0.416, 0.437, 0.440, 0.445, 0.427, 0.442, -1.134, 0.188, 0.267, -0.416, 0.357, -0.846, -0.552, -0.949, 0.215, -1.255, 1.062, 0.573, -0.464, -0.632, -0.572, -0.607, -0.249, -1.112, 0.146, 0.446, 0.199, -1.004, -0.469, -0.669, -0.702, 0.747, 0.020, 1.140, -1.324, -0.752, -1.175, -0.376, 0.201, 0.364, 0.356, 0.369, 0.447, 0.406, 0.416, 0.521, 0.427, 0.402, 0.372, 0.410, 0.454, 0.704, 0.402, 0.383, 0.404, 0.472, 0.548, 0.453, 0.436

***

Entry 6:
Here is an isolated molecule of C7H14 from OMol25. Energies are from the ωB97M-V functional and the def2-TZVPD basis.

Properties
**HOMO-LUMO gap**: 8.60 eV
**ΔE to the lowest compared entry with this formula, charge and spin**: 341.85 kJ/mol
**LUMO**: 0.41 eV

```
! RIJCOSX wB97M-V def2-TZVPD def2/J DEFGRID3
* xyz 0 1
C 2.2566 -0.3035 0.0562
C 0.8929 -0.3785 -0.6326
C -0.1432 -1.1134 0.2313
C -1.4714 -1.2393 -0.4093
C -2.5791 -1.1132 0.5655
C 0.3139 0.9962 -1.0165
C 0.1270 1.9800 0.1415
H 2.1888 0.1819 1.0378
H 2.6734 -1.3057 0.2154
H 2.9745 0.2653 -0.5474
H 1.0009 -0.9486 -1.5646
H 0.1201 -2.1891 0.3114
H -0.1459 -0.7277 1.2699
H -0.6641 0.7984 -1.4761
H -2.3013 -1.0696 1.6350
H -3.0554 -0.1521 0.2878
H -3.3534 -1.8671 0.3724
H 0.9379 1.4597 -1.7933
H 1.0875 2.2661 0.5845
H -0.4986 1.5646 0.9442
H -0.3611 2.8955 -0.2129
*
```

Taken from the natural (NBO) analysis, the atomic charges in e are: -0.611, -0.204, -0.593, 0.191, -0.795, -0.399, -0.619, 0.202, 0.209, 0.212, 0.213, 0.276, 0.178, 0.215, 0.181, 0.275, 0.250, 0.204, 0.204, 0.197, 0.214